Density functional theory data (ωB97M-V/def2-TZVPD) for an isolated molecule of C14H15P in a non-equilibrium geometry.

Atoms and positions in Å:
C (1.895, 1.638, -2.566)
C (2.830, 1.756, -1.550)
C (0.694, 0.996, -2.364)
C (2.537, 1.187, -0.335)
C (0.350, 0.494, -1.074)
C (1.316, 0.627, -0.098)
C (-2.542, -1.796, 1.406)
C (-1.330, -1.740, 2.125)
C (-2.864, -1.036, 0.400)
C (-0.256, -1.128, 1.708)
C (-0.948, -0.215, -1.030)
C (-2.115, 0.186, -0.263)
C (-1.915, 1.236, 0.883)
C (2.355, -1.674, 0.965)
P (1.291, -0.365, 1.532)
H (2.063, 2.213, -3.424)
H (3.773, 2.464, -1.660)
H (-0.056, 0.987, -3.152)
H (2.987, 1.486, 0.527)
H (-3.185, -2.395, 1.868)
H (-1.405, -2.073, 3.200)
H (-3.770, -1.093, -0.115)
H (-1.042, -0.869, -1.805)
H (-2.885, 0.627, -0.873)
H (-2.908, 1.659, 1.025)
H (-1.211, 2.067, 0.471)
H (-1.504, 0.845, 1.760)
H (3.324, -1.638, 1.563)
H (2.505, -1.734, -0.204)
H (2.018, -2.712, 1.082)

The value obtained for the HOMO energy (alpha / beta) is -7.1 / -7.5 eV. For the energy, the calculation gives -883.5802 hartree. The SMILES is C[C@@H]1/C=C\C=C=P(C)=c2cccc/c2=C/1. The strongest force on any atom comes out at 4.25 eV Å⁻¹.

Results of the Löwdin charge analysis, in e, for atoms 1 through 8:
1 C -0.10
2 C -0.08
3 C -0.03
4 C -0.15
5 C -0.23
6 C -0.33
7 C -0.14
8 C -0.19


Density functional theory data (ωB97M-V/def2-TZVPD) for an isolated molecule of C14H15P in a non-equilibrium geometry.

Atoms and positions in Å:
C (-4.791, 0.526, 0.452)
C (-3.661, 1.059, 1.102)
C (-4.746, -0.396, -0.617)
C (-2.363, 0.666, 0.676)
C (-3.451, -0.842, -0.989)
C (-2.337, -0.366, -0.324)
C (0.346, 0.267, -0.846)
C (1.651, 0.493, -0.516)
C (2.554, -0.442, 0.153)
C (2.012, -1.137, 1.172)
C (-0.015, -2.274, 0.415)
C (0.799, -1.580, 1.478)
C (2.239, 1.805, -0.931)
C (3.983, -0.519, -0.416)
P (-0.759, -1.119, -0.982)
H (-5.694, 0.966, 0.849)
H (-3.628, 1.911, 1.835)
H (-5.680, -0.777, -1.026)
H (-1.744, 1.097, 1.389)
H (-3.264, -1.565, -1.755)
H (-0.229, 1.120, -1.377)
H (-0.881, -2.953, 0.643)
H (0.659, -2.895, -0.153)
H (0.540, -1.535, 2.530)
H (3.260, 1.677, -1.577)
H (2.426, 2.319, 0.039)
H (1.621, 2.411, -1.535)
H (4.100, -1.560, -0.776)
H (4.738, -0.261, 0.284)
H (4.072, 0.125, -1.250)

The value obtained for the HOMO energy is -8.0 eV. For the energy, the calculation gives -883.6608 hartree. The SMILES is CC1=C=CCP(c2ccccc2)C=C1C. The strongest force on any atom comes out at 4.81 eV Å⁻¹.

Results of the Löwdin charge analysis, in e, for atoms 1 through 8:
1 C -0.10
2 C -0.09
3 C -0.06
4 C -0.06
5 C -0.14
6 C -0.39
7 C -0.29
8 C -0.33


Density functional theory data (ωB97M-V/def2-TZVPD) for a cluster of 2 separate species, C14H16 in total in a non-equilibrium geometry.

Atoms and positions in Å:
C (2.963, 4.322, -0.161)
C (1.440, 2.341, -0.129)
C (2.613, 2.929, -0.621)
C (1.163, 1.030, -0.491)
C (3.490, 2.214, -1.445)
C (1.913, 0.354, -1.435)
C (3.095, 0.948, -1.868)
H (0.862, 2.910, 0.583)
H (0.210, 0.595, -0.212)
H (2.347, 4.629, 0.686)
H (2.896, 5.078, -0.943)
H (4.520, 2.533, -1.519)
H (1.795, -0.693, -1.677)
H (3.732, 0.425, -2.575)
H (3.988, 4.390, 0.220)
C (-4.075, -3.273, -0.308)
C (-1.710, -0.579, 0.912)
C (-2.683, -1.267, 0.210)
C (-0.962, -1.288, 1.852)
C (-2.955, -2.623, 0.411)
C (-1.125, -2.645, 2.000)
C (-2.169, -3.307, 1.328)
H (-1.612, 0.476, 0.710)
H (-3.283, -0.710, -0.502)
H (-0.211, -0.796, 2.461)
H (-0.557, -3.255, 2.689)
H (-4.422, -2.713, -1.187)
H (-5.004, -3.411, 0.256)
H (-2.344, -4.359, 1.516)
H (-3.916, -4.257, -0.759)

The value obtained for the HOMO energy is -9.0 eV. For the energy, the calculation gives -543.0502 hartree. The SMILES is Cc1ccccc1.Cc1ccccc1. The strongest force on any atom comes out at 2.09 eV Å⁻¹.

Results of the Löwdin charge analysis, in e, for atoms 1 through 8:
1 C -0.06
2 C -0.04
3 C -0.28
4 C -0.09
5 C -0.05
6 C -0.09
7 C -0.10
8 H 0.10


Calculated values (kcal/mol) of energy relative to the best compared isomer or geometry (same formula, charge and spin) for the records, taken in order: 92.50 41.93 14.24.